# C2H6N2O3

An isolated molecule of C2H6N2O3 (ωB97M-V/def2-TZVPD, the OMol25 dataset).

Each line ends with the Mulliken charge.
CARTESIAN COORDINATES (ANGSTROEM)
N: 1.251 -1.637 0.363  -0.51
O: -0.052 -1.109 0.456  -0.30
C: 0.129 0.536 0.084  0.46
N: -0.980 1.070 -0.554  -0.71
C: 0.507 1.306 1.373  0.40
O: 1.417 1.023 2.080  -0.49
O: -0.223 2.471 1.470  -0.48
H: 1.016 -2.621 0.437  0.24
H: 1.815 -1.423 1.189  0.24
H: 0.966 0.531 -0.710  0.24
H: -1.094 0.761 -1.492  0.29
H: -1.864 0.703 -0.231  0.22
H: -0.962 2.501 0.875  0.39

Results
* energy: -414.95400 Ha
* LUMO: 0.022 hartree
* E_HOMO: -9.02 eV
* orbital gap: 9.62 eV
* SMILES: NO[C@@H](N)C(=O)O
* charge: 0
* ΔE to the lowest compared entry with this formula, charge and spin: 88.87 kcal per mole
* maximum force: 4.70 eV Å⁻¹

# C3H4N2O

A cluster of 2 separate species, C3H4N2O in total (ωB97M-V/def2-TZVPD, the OMol25 dataset).

Each line ends with the Mulliken charge.
CARTESIAN COORDINATES (ANGSTROEM)
C: 0.915 0.758 -1.977  -0.34
C: 0.433 0.313 -0.793  -0.22
C: 1.795 -0.090 -1.234  0.52
N: -1.233 -0.437 1.991  -0.11
N: -1.760 0.364 1.103  -0.48
O: 2.734 -0.783 -1.014  -0.43
H: 0.837 1.226 -2.894  0.35
H: -1.320 -0.018 2.891  0.24
H: -0.591 -1.140 1.694  0.24
H: -1.810 -0.193 0.233  0.24

Results
* energy: -301.22133 Ha
* LUMO (alpha / beta): 0.032 / -0.064 hartree
* E_HOMO (alpha / beta): -9.13 / -7.28 eV
* orbital gap (alpha / beta): 9.99 / 5.52 eV
* charge: 0
* ΔE to the lowest compared entry with this formula, charge and spin: 166.86 kcal per mole
* maximum force: 2.97 eV Å⁻¹

# C38H54I2N6O7S3SiSn

A structure of composition C38H54I2N6O7S3SiSn (ωB97M-V/def2-TZVPD, the OMol25 dataset).

Each line ends with the Mulliken charge.
CARTESIAN COORDINATES (ANGSTROEM)
Sn: -1.781 0.923 0.301  2.50
C: -1.258 4.576 1.112  -1.14
N: -1.295 3.384 1.931  1.63
C: -2.431 3.362 2.842  -1.10
C: -3.783 3.230 2.139  -1.29
N: -4.083 1.877 1.702  1.06
C: -5.305 1.860 0.902  -0.98
C: -4.220 0.887 2.727  -0.23
C: -4.606 1.195 4.019  -0.25
C: -4.788 0.208 4.977  -1.04
C: -4.585 -1.118 4.639  -0.69
C: -4.201 -1.443 3.354  -0.69
C: -4.008 -0.462 2.386  0.46
S: -3.542 -0.973 0.784  -0.57
C: -0.065 3.101 2.588  -1.16
C: 0.863 4.090 2.882  -0.04
C: 2.078 3.797 3.482  -0.98
C: 2.387 2.488 3.804  -0.68
C: 1.473 1.491 3.529  -0.71
C: 0.251 1.774 2.927  0.97
S: -0.838 0.444 2.683  -0.53
H: -1.330 5.507 1.701  0.45
H: -2.078 4.567 0.400  -0.10
H: -0.334 4.577 0.538  0.18
H: -2.450 4.291 3.447  0.17
H: -2.300 2.520 3.525  0.70
H: -3.794 3.850 1.242  0.72
H: -4.568 3.628 2.805  0.21
H: -6.177 2.148 1.508  0.29
H: -5.455 0.856 0.510  0.28
H: -5.217 2.548 0.064  0.11
H: -4.777 2.224 4.304  0.29
H: -5.086 0.490 5.979  0.37
H: -4.730 -1.897 5.378  0.38
H: -4.026 -2.474 3.077  0.32
H: 0.639 5.123 2.654  0.35
H: 2.776 4.596 3.705  0.37
H: 3.337 2.241 4.263  0.36
H: 1.686 0.459 3.770  0.41
O: 0.762 2.334 -2.481  -0.41
C: 1.367 2.315 -1.305  -0.50
O: 0.859 2.244 -0.216  0.30
C: 2.846 2.475 -1.463  0.64
C: 3.482 2.250 -2.677  -0.41
C: 4.852 2.452 -2.821  -1.22
C: 5.535 2.902 -1.715  0.83
O: 6.874 3.212 -1.592  -0.51
C: 7.034 3.677 -0.270  -0.28
O: 5.815 3.587 0.422  -0.52
C: 4.895 3.127 -0.494  1.43
C: 3.552 2.909 -0.336  -1.05
H: 2.894 1.910 -3.515  0.60
H: 5.361 2.279 -3.756  0.41
H: 7.370 4.730 -0.294  0.23
H: 7.799 3.070 0.242  0.24
H: 3.037 3.059 0.599  0.28
I: -3.203 3.320 -1.979  0.00
I: -6.006 4.478 -2.542  -0.73
N: -2.318 0.460 -3.622  0.09
C: -1.957 1.601 -4.250  0.32
N: -2.638 1.887 -5.423  -0.62
N: -1.044 2.410 -3.857  -0.77
C: -0.627 2.480 -2.568  0.89
N: -1.290 2.869 -1.585  -0.61
H: -2.817 -0.238 -4.146  0.30
H: -1.717 0.098 -2.879  -0.59
H: -3.578 1.519 -5.411  0.23
H: -2.623 2.875 -5.636  0.26
C: 4.264 -2.631 -0.637  -2.20
C: 2.978 -1.831 -0.892  2.08
C: 2.885 -0.669 0.100  -1.40
C: 2.979 -1.297 -2.325  -1.06
O: 1.909 -2.720 -0.687  0.45
Si: 0.333 -2.632 -1.161  -2.84
S: -0.320 -0.677 -1.432  0.87
O: 0.157 -3.248 -2.671  -0.81
C: 0.094 -4.587 -3.094  1.84
C: -1.238 -5.208 -2.663  -1.39
C: 1.258 -5.390 -2.510  -1.31
C: 0.192 -4.570 -4.626  -1.90
O: -0.426 -3.680 -0.179  0.98
C: -0.318 -3.983 1.194  2.29
C: 0.713 -5.112 1.343  -2.02
C: -1.706 -4.440 1.655  -1.76
C: 0.123 -2.778 2.008  -1.13
H: 5.133 -1.990 -0.765  0.36
H: 4.329 -3.465 -1.334  0.40
H: 4.264 -3.026 0.377  0.41
H: 3.696 0.038 -0.061  0.60
H: 2.927 -1.035 1.124  0.38
H: 1.938 -0.154 -0.031  -0.13
H: 3.860 -0.687 -2.514  0.47
H: 2.085 -0.700 -2.481  -0.07
H: 2.955 -2.131 -3.023  0.32
H: -1.329 -5.123 -1.586  0.03
H: -1.289 -6.255 -2.960  0.46
H: -2.059 -4.657 -3.113  0.31
H: 1.192 -5.371 -1.428  0.09
H: 2.200 -4.931 -2.804  0.20
H: 1.232 -6.422 -2.860  0.54
H: -0.604 -3.953 -5.032  0.33
H: 0.107 -5.577 -5.032  0.40
H: 1.146 -4.142 -4.923  0.39
H: 0.389 -5.998 0.797  0.33
H: 0.845 -5.372 2.391  0.48
H: 1.662 -4.774 0.933  0.20
H: -2.019 -5.324 1.101  0.40
H: -2.417 -3.639 1.468  0.15
H: -1.696 -4.670 2.718  0.46
H: 1.086 -2.428 1.653  0.00
H: 0.193 -3.022 3.065  0.69
H: -0.598 -1.976 1.891  -0.13

Results
* energy: -4629.76135 Ha
* LUMO: 0.131 hartree
* E_HOMO: -1.58 eV
* orbital gap: 5.15 eV
* charge: -2
* ΔE to the lowest compared entry with this formula, charge and spin: 17.10 kcal per mole
* maximum force: 1.33 eV Å⁻¹

# C32H24ClMnN5O4S3

A structure of composition C32H24ClMnN5O4S3 (ωB97M-V/def2-TZVPD, the OMol25 dataset).

Each line ends with the Löwdin spin population.
CARTESIAN COORDINATES (ANGSTROEM)
Mn: 1.058 0.616 -0.647  0.99
Cl: 7.803 -2.022 -0.974  0.00
C: 6.263 -1.202 -1.175  0.00
C: 5.974 -0.567 -2.388  0.00
C: 4.777 0.078 -2.548  0.00
C: 3.784 0.126 -1.522  0.00
O: 2.691 0.744 -1.753  0.01
C: 4.117 -0.525 -0.290  0.00
C: 3.270 -0.499 0.879  -0.01
N: 2.098 0.017 0.934  0.00
C: 1.366 0.051 2.148  0.00
C: 1.874 -0.145 3.408  0.00
C: 1.019 -0.129 4.523  0.00
C: -0.323 0.088 4.373  0.00
C: -0.865 0.339 3.096  0.00
C: -2.245 0.579 2.867  0.00
C: -2.674 0.786 1.593  0.00
C: -1.744 0.751 0.536  0.00
N: -0.454 0.581 0.715  0.00
C: -0.010 0.335 1.986  0.00
C: 5.355 -1.175 -0.152  0.00
H: 6.698 -0.594 -3.192  0.00
H: 4.530 0.569 -3.480  0.00
H: 3.694 -0.960 1.772  0.00
H: 2.931 -0.323 3.556  0.00
H: 1.431 -0.319 5.507  0.00
H: -0.996 0.052 5.221  0.00
H: -2.940 0.545 3.698  0.00
H: -3.721 0.902 1.361  0.00
H: -2.078 0.879 -0.487  0.00
H: 5.590 -1.661 0.789  0.00
S: -0.919 -2.884 2.411  0.00
C: -2.516 -2.473 2.983  0.00
C: -2.728 -2.402 4.377  0.00
C: -3.931 -2.034 4.957  0.00
C: -5.007 -1.710 4.134  0.00
C: -4.833 -1.768 2.759  0.00
C: -3.625 -2.136 2.139  0.00
S: -3.562 -2.100 0.387  0.00
H: -1.879 -2.648 5.006  0.00
H: -4.027 -2.003 6.039  0.00
H: -5.966 -1.422 4.553  0.00
H: -5.660 -1.518 2.102  0.00
C: -0.843 -4.324 -0.741  0.00
N: -0.716 -3.230 -1.714  0.00
C: -1.840 -3.037 -2.629  0.00
C: -0.008 -2.177 -1.392  0.00
N: 0.707 -1.294 -1.171  0.00
H: -0.911 -5.260 -1.302  0.00
H: -1.718 -4.160 -0.109  0.00
H: 0.031 -4.337 -0.097  0.00
H: -1.930 -3.927 -3.254  0.00
H: -1.649 -2.173 -3.263  0.00
H: -2.760 -2.884 -2.062  0.00
O: 1.038 2.848 -0.628  0.00
C: 0.461 2.797 -1.723  0.00
N: 0.019 1.630 -2.203  0.00
S: -0.598 1.750 -3.694  0.00
O: 0.225 1.116 -4.687  0.00
O: -2.003 1.440 -3.710  0.00
C: -0.386 3.520 -3.799  0.00
C: -0.720 4.386 -4.819  0.00
C: -0.428 5.734 -4.636  0.00
C: 0.179 6.182 -3.465  0.00
C: 0.509 5.293 -2.448  0.00
C: 0.213 3.956 -2.635  0.00
H: -1.191 4.028 -5.725  0.00
H: -0.676 6.446 -5.413  0.00
H: 0.396 7.237 -3.349  0.00
H: 0.983 5.619 -1.532  0.00

Results
* energy: -4614.43650 Ha
* LUMO (alpha / beta): 0.143 / 0.143 hartree
* E_HOMO (alpha / beta): -0.27 / -0.27 eV
* orbital gap (alpha / beta): 4.18 / 4.17 eV
* spin multiplicity: 2
* charge: -2
* ΔE to the lowest compared entry with this formula, charge and spin: 0.00 kcal per mole
* maximum force: 0.30 eV Å⁻¹